# C24H35N10O2ReS

C24H35N10O2ReS as an isolated structure (ωB97M-V with the def2-TZVPD basis set, the OMol25 dataset).

```
73
Properties=species:S:1:pos:R:3:forces:R:3
Re 1.748566 -1.181996 -0.506095 -0.1 -0.1 0.0
N 3.669265 -0.925167 -1.506424 0.0 0.0 0.0
C 4.593227 -2.091473 -1.441876 0.0 0.0 0.0
C 3.728848 -3.324302 -1.438174 0.0 0.0 0.0
N 2.662425 -3.176738 -0.389140 0.0 0.0 0.0
C 3.285641 -3.375856 0.977277 0.0 0.0 0.0
C 2.683770 -2.497911 2.060453 0.0 0.0 0.0
N 2.554858 -1.105875 1.546078 0.0 0.0 0.0
C 1.625581 -4.227800 -0.656713 0.0 0.0 0.0
C 0.440074 -3.970008 0.234509 0.0 0.1 0.0
N 0.147093 -2.506990 0.150017 0.2 0.0 0.2
H 3.454304 -0.713796 -2.482005 0.0 0.0 0.0
H 4.131618 -0.086522 -1.155124 0.0 0.0 0.0
H 5.197862 -1.999494 -0.541681 0.0 0.0 0.0
H 5.276461 -2.093408 -2.290326 0.0 0.0 0.0
H 4.306372 -4.232115 -1.252551 0.0 0.0 0.0
H 3.226088 -3.435092 -2.399940 0.0 0.0 0.0
H 4.345902 -3.147273 0.891378 0.0 0.0 0.0
H 3.214797 -4.428726 1.254533 0.0 0.0 0.0
H 3.318156 -2.535509 2.946510 0.0 0.0 0.0
H 1.694747 -2.829638 2.366625 0.0 0.0 0.0
H 3.464791 -0.646410 1.575996 0.0 0.0 0.0
H 1.969894 -0.561476 2.181515 0.0 0.0 0.0
H 2.053224 -5.219210 -0.497260 0.0 0.0 0.0
H 1.337898 -4.139754 -1.703824 0.0 0.0 0.0
H 0.636234 -4.241731 1.268812 0.0 0.0 0.0
H -0.424713 -4.546558 -0.090635 0.0 0.0 0.0
H -0.273707 -2.175841 1.018802 0.0 0.0 0.0
H -0.590697 -2.342095 -0.552243 0.0 -0.1 -0.1
C -4.051023 0.398757 -2.506269 0.0 0.0 0.0
C -2.624332 0.292876 -2.873794 0.0 0.1 0.0
N -1.962638 1.084397 -3.664413 0.0 -0.1 0.0
N -0.693808 0.605856 -3.659385 0.0 0.0 0.0
C -0.542774 -0.461305 -2.895912 0.1 0.0 0.0
S 0.912457 -1.402584 -2.721712 0.1 0.0 0.0
N -1.767806 -0.683484 -2.383802 0.0 0.0 0.1
N -2.074635 -1.763288 -1.551353 -0.1 0.1 -0.1
H -4.505162 1.186858 -3.100747 0.0 0.0 0.0
H -4.150831 0.657227 -1.448831 0.0 0.0 0.0
H -4.579396 -0.536300 -2.696520 0.0 0.0 0.0
H 0.007630 1.039732 -4.244380 0.0 0.0 0.0
H -2.711638 -2.385518 -2.042761 0.0 0.0 0.0
H -2.517941 -1.407361 -0.704919 -0.1 0.1 0.0
O 2.162038 0.873159 -0.542590 0.0 0.0 0.0
C 1.001936 1.220340 -0.083220 0.0 0.0 0.0
N 0.466244 2.362696 0.247842 0.0 0.0 0.0
C -0.881881 2.099920 0.843813 0.0 0.0 0.0
C -0.982798 0.563914 0.648844 0.0 0.1 -0.2
O -1.919389 -0.151250 0.897603 -0.1 -0.1 0.0
N 0.211204 0.152155 0.084362 0.0 0.0 0.0
C -1.996497 2.777797 0.060610 0.0 0.0 0.0
C -1.775822 3.364510 -1.180071 0.0 0.0 0.0
C -2.824592 3.981638 -1.853594 0.0 0.0 0.0
C -4.092336 4.002761 -1.294266 0.0 0.0 0.0
C -4.317490 3.398426 -0.061716 0.0 0.0 0.0
C -3.275013 2.788257 0.616730 0.0 0.0 0.0
C -0.833069 2.475992 2.317768 0.0 0.0 0.0
C -0.697827 1.524270 3.323232 0.0 0.0 0.0
C -0.585042 1.925438 4.648862 0.0 0.0 0.0
C -0.599779 3.273666 4.970490 0.0 0.0 0.0
C -0.739088 4.225291 3.967860 0.0 0.0 0.0
C -0.860361 3.829309 2.645958 0.0 0.0 0.0
H 0.946166 3.250340 0.308686 0.0 0.0 0.0
H -0.786755 3.379589 -1.622190 0.0 0.0 0.0
H -2.641518 4.461337 -2.805972 0.0 0.0 0.0
H -4.903205 4.501569 -1.808211 0.0 0.0 0.0
H -5.303692 3.422684 0.382169 0.0 0.0 0.0
H -3.448454 2.343952 1.588802 0.0 0.0 0.0
H -0.741972 0.463772 3.098198 0.0 0.0 0.0
H -0.508861 1.183834 5.432792 0.0 0.0 0.0
H -0.520449 3.584458 6.003229 0.0 0.0 0.0
H -0.767579 5.277036 4.218067 0.0 0.0 0.0
H -1.000833 4.576030 1.872245 0.0 0.0 0.0
```
Forces are in eV/Å.

Charge: +3
DFT total energy: -57395.79417 eV
2S+1: 2
Strongest force on any atom: 0.3 eV/A
Orbital gap (spin up / spin down): 7.28 / 5.87 eV
HOMO level (spin up / spin down): -16.120 / -16.121 eV

***

# C24H35N10O2ReS

C24H35N10O2ReS as an isolated structure (ωB97M-V with the def2-TZVPD basis set, the OMol25 dataset).

```
73
Properties=species:S:1:pos:R:3:forces:R:3
Re 1.247695 0.755354 0.580740 -1.4 -1.0 -0.2
N 3.277499 1.590770 0.715920 -0.2 0.0 -0.1
C 4.098990 0.822273 1.694434 0.1 -0.2 0.1
C 3.240869 0.590499 2.910059 0.1 0.1 0.0
N 1.936866 -0.038174 2.521219 0.1 0.3 -0.1
C 0.893740 0.394429 3.506226 -0.2 0.1 0.1
C 0.585207 1.875190 3.314617 0.1 -0.1 0.3
N 0.222288 2.132751 1.888891 0.5 0.0 -0.2
C 2.127958 -1.530967 2.452927 0.1 -0.2 -0.2
C 1.624289 -2.111277 1.139311 -0.2 -0.1 0.2
N 2.014774 -1.208405 0.014366 0.1 0.4 0.2
H 3.216560 2.564432 1.010871 0.0 0.1 0.0
H 3.746877 1.607674 -0.187015 0.0 0.0 -0.1
H 4.397677 -0.113961 1.222263 0.0 0.0 0.0
H 5.010996 1.356935 1.958654 0.0 0.0 0.0
H 3.747763 -0.030942 3.649393 0.0 0.0 0.0
H 3.044389 1.547819 3.385944 0.0 0.0 0.0
H -0.002605 -0.197291 3.330127 -0.1 0.0 0.0
H 1.241775 0.207702 4.525740 0.0 0.0 0.0
H -0.239775 2.160010 3.966762 0.0 0.0 0.0
H 1.433544 2.503015 3.578021 -0.1 0.1 0.0
H -0.760895 1.831526 1.835205 -0.6 -0.3 -0.1
H 0.257874 3.125054 1.665010 0.2 0.0 0.0
H 3.195022 -1.733224 2.544184 0.0 0.0 0.0
H 1.641329 -2.010805 3.302471 0.0 0.0 0.0
H 2.026066 -3.114430 0.993625 0.0 0.0 0.0
H 0.539897 -2.187226 1.134487 0.0 -0.1 0.0
H 3.011018 -1.297063 -0.173116 0.0 0.0 -0.1
H 1.523614 -1.484316 -0.844243 -0.2 -0.1 -0.2
C 2.722157 6.572718 -1.871846 0.0 0.0 0.0
C 2.392600 5.173265 -2.223701 0.0 0.1 0.1
N 2.596530 4.600547 -3.366591 -0.1 -0.2 0.0
N 2.132189 3.336131 -3.210628 0.0 0.0 0.1
C 1.639950 3.090154 -2.003039 0.3 0.3 -0.2
S 0.820704 1.614829 -1.618258 -0.1 0.0 0.2
N 1.810869 4.261365 -1.346640 -0.1 0.0 0.1
N 1.389722 4.502840 -0.033658 0.0 0.0 0.0
H 3.124612 7.062055 -2.755208 0.0 0.0 0.0
H 3.474572 6.620064 -1.082459 0.0 0.0 0.0
H 1.834621 7.116939 -1.546336 0.0 0.0 0.0
H 2.155892 2.691908 -3.988866 0.0 0.0 -0.1
H 2.078671 5.107810 0.404916 0.0 0.1 0.0
H 0.516870 5.026984 -0.071956 0.0 0.0 0.0
O -1.916642 0.532714 2.140727 0.5 0.6 0.4
C -1.804565 -0.146085 1.134694 -1.7 -0.7 0.0
N -2.762107 -0.964335 0.641667 1.1 0.7 0.4
C -2.352882 -1.653548 -0.553720 0.2 -0.6 -0.4
C -0.956611 -1.014744 -0.740088 -0.8 -1.4 -1.2
O -0.211918 -1.273315 -1.668964 0.5 0.5 0.5
N -0.668249 -0.190320 0.312809 1.7 0.8 0.4
C -3.309033 -1.517501 -1.710442 -0.9 0.8 -1.6
C -4.695438 -1.368067 -1.454541 1.8 0.0 0.4
C -5.584571 -1.327196 -2.489599 -0.1 -0.1 -1.7
C -5.123226 -1.450631 -3.818069 0.1 0.0 0.6
C -3.755237 -1.605951 -4.088478 -1.3 0.1 -0.2
C -2.858411 -1.651793 -3.056277 0.1 0.4 1.9
C -2.262097 -3.178664 -0.398373 0.6 -0.5 0.6
C -2.956653 -3.811070 0.638961 0.4 0.4 -0.3
C -2.916932 -5.186645 0.756757 0.1 -0.5 -0.3
C -2.202555 -5.949456 -0.166381 -0.1 0.1 0.2
C -1.522442 -5.328015 -1.206814 -0.1 -0.1 0.1
C -1.556667 -3.950975 -1.334682 -0.1 0.3 0.5
H -3.655319 -1.024127 1.098964 -0.1 0.0 0.0
H -5.065681 -1.286653 -0.442039 0.0 0.0 0.1
H -6.642470 -1.207884 -2.300518 0.0 0.0 0.0
H -5.835992 -1.430242 -4.632370 0.0 0.0 0.0
H -3.416897 -1.696165 -5.111289 0.0 0.0 0.0
H -1.802620 -1.766494 -3.251495 0.0 0.0 -0.1
H -3.517068 -3.241343 1.367160 0.0 0.0 0.0
H -3.447773 -5.670234 1.565487 0.0 0.0 0.0
H -2.186060 -7.027343 -0.076548 0.0 0.0 0.0
H -0.975328 -5.919885 -1.927854 0.0 0.0 0.0
H -1.029809 -3.478974 -2.151513 -0.1 0.0 0.0
```
Forces are in eV/Å.

Charge: +3
DFT total energy: -57394.25134 eV
2S+1: 4
Strongest force on any atom: 2.1 eV/A
Orbital gap (spin up / spin down): 5.66 / 3.58 eV
HOMO level (spin up / spin down): -14.641 / -14.641 eV

***

# C24H35N4O3S

An isolated ion of composition C24H35N4O3S and charge +1 (ωB97M-V with the def2-TZVPD basis set, the OMol25 dataset).

```
67
Properties=species:S:1:pos:R:3:forces:R:3
C -1.146295 -4.309050 -0.907773 0.2 -0.1 0.1
H -1.793995 -4.135810 -0.053412 -0.1 0.0 0.1
H -1.492223 -5.196988 -1.430286 -0.1 -0.1 -0.1
H -1.218592 -3.458870 -1.581818 -0.1 0.0 -0.1
C 0.306425 -4.500986 -0.486295 -0.3 -0.3 -0.6
N 0.901684 -3.333503 0.141143 0.3 0.9 -0.6
S 1.043922 -1.985892 -0.781158 0.6 0.3 0.3
O 1.163976 -2.359211 -2.153802 0.1 -0.5 -0.2
O 0.059163 -0.959186 -0.480844 0.1 -0.4 0.2
C 2.610355 -1.249397 -0.279629 -0.6 0.1 -0.1
C 2.525855 -0.061638 0.414976 0.2 0.0 0.2
C 3.635885 0.760645 0.551986 -0.2 -0.6 -0.2
C 4.889628 0.319812 0.120232 -0.2 0.1 0.0
C 4.964535 -0.927407 -0.496767 -0.1 0.0 0.0
C 3.834182 -1.691178 -0.744756 0.0 -0.2 0.0
H 3.891691 -2.611133 -1.302416 0.1 -0.1 -0.1
H 5.926319 -1.281710 -0.834202 0.1 0.0 -0.1
C 6.100767 1.175222 0.303213 0.0 0.0 0.0
H 5.912427 2.192679 -0.034711 0.0 0.1 0.0
H 6.375958 1.218084 1.357119 0.1 0.1 0.1
H 6.944133 0.772753 -0.248943 0.1 0.0 0.0
N 3.433454 2.054893 1.087915 0.6 -0.1 0.3
C 2.438963 2.889986 0.743034 -0.4 0.0 -0.4
O 2.114667 3.868947 1.381538 -0.1 0.2 0.1
C 1.711984 2.631820 -0.595854 0.6 0.0 0.1
N 0.295530 3.006075 -0.426243 0.2 0.4 0.3
H 0.302148 3.904024 0.089711 0.1 -0.2 -0.1
C -0.394178 3.174214 -1.725364 -0.7 0.2 -0.7
C -1.868517 3.562158 -1.501275 0.2 0.0 0.0
N -2.578570 2.621444 -0.677139 -0.2 0.1 0.0
C -1.901372 2.467008 0.584662 0.2 0.0 0.1
C -0.436988 2.029129 0.424520 -0.8 -0.4 0.5
H 0.042632 1.992010 1.403507 0.1 0.0 -0.1
H -0.390969 1.041603 -0.046540 0.2 0.3 0.0
H -2.428944 1.720284 1.179386 0.1 0.1 0.1
H -1.946129 3.423377 1.117199 0.0 0.0 0.1
C -2.933890 1.367881 -1.339556 -0.1 0.0 0.0
C -3.802258 0.522552 -0.446616 0.1 -0.1 -0.1
C -5.053969 0.980290 -0.054207 0.1 0.0 0.0
C -5.853005 0.206411 0.767519 -0.1 0.1 0.0
C -5.408599 -1.031856 1.201903 0.0 -0.1 0.1
C -4.160812 -1.490743 0.816806 0.0 -0.1 0.1
C -3.357088 -0.715426 -0.002020 0.0 0.1 -0.1
H -2.380930 -1.070237 -0.302582 0.1 0.0 0.0
H -3.813746 -2.455639 1.155032 0.0 -0.1 0.0
H -6.035082 -1.638431 1.837830 -0.1 -0.1 0.1
H -6.826017 0.565842 1.065620 -0.1 0.0 0.0
H -5.394574 1.945494 -0.396826 -0.1 0.1 0.0
H -3.493887 1.636167 -2.239507 0.1 0.0 0.0
H -2.056685 0.776502 -1.641536 0.0 0.0 -0.1
H -2.361316 3.642384 -2.471127 0.1 0.1 0.0
H -1.914846 4.543864 -1.016703 0.0 0.0 -0.1
H 0.114258 3.942593 -2.309650 0.1 -0.1 0.1
H -0.335027 2.221855 -2.256621 0.1 0.0 0.1
H 1.785733 1.607602 -0.955602 -0.2 0.2 -0.1
H 2.172633 3.302638 -1.329330 -0.1 -0.1 0.1
H 4.000014 2.342851 1.878115 -0.1 0.1 -0.1
H 1.571352 0.228538 0.821089 -0.1 0.1 0.0
C 0.830563 -3.130515 1.570389 -0.1 0.3 0.5
C -0.541301 -2.731381 2.109004 0.2 -0.1 -0.1
H -1.238310 -3.561719 2.046173 -0.1 -0.1 0.0
H -0.452020 -2.442510 3.153174 0.0 0.0 0.1
H -0.934806 -1.892203 1.541981 -0.1 0.1 0.0
H 1.556789 -2.343062 1.795238 0.0 -0.1 0.2
H 1.172799 -4.049833 2.054380 0.1 0.1 -0.1
H 0.908277 -4.708707 -1.374244 -0.1 -0.2 0.1
H 0.406245 -5.335440 0.210981 0.1 0.1 0.0
```
Forces are in eV/Å.

Charge: +1
DFT total energy: -48388.67295 eV
Strongest force on any atom: 1.1 eV/A
Orbital gap: 9.22 eV
HOMO level: -11.454 eV
Structure (SMILES): CCN(CC)S(=O)(=O)c1ccc(C)c(NC(=O)C[NH+]2CCN(Cc3ccccc3)CC2)c1

***

Quick rundown of energy above the lowest of the compared OMol25 structures with the same formula, charge and spin, same order as above: 0.000 0.000 0.000 eV